This record from OMol25 describes the molecule C5H12O2. The level of theory is ωB97M-V/def2-TZVPD.

Values from the calculation:
Molar mass ... 104.1 g mol⁻¹
Net charge ... 0
SMILES ... CC[C@@H](O)CCO
HOMO-LUMO gap ... 0.3963 hartree
Relative energy (zero: lowest compared OMol25 entry of this formula, charge and spin) ... 20.0 kcal per mole
HOMO level ... -9.945 eV

CARTESIAN COORDINATES (ANGSTROEM)
C (2.3640, -0.1950, 0.7771)
C (1.1118, 0.2208, 0.0202)
C (0.0050, -0.8290, 0.0066)
O (-0.4074, -0.9952, 1.3593)
C (-1.1853, -0.4655, -0.8906)
C (-1.8976, 0.8383, -0.5360)
O (-1.1229, 2.0007, -0.7727)
H (3.0873, 0.6277, 0.7710)
H (2.1108, -0.4233, 1.8161)
H (2.8435, -1.0734, 0.3324)
H (1.3439, 0.4973, -1.0152)
H (0.7285, 1.1155, 0.5209)
H (0.4353, -1.7740, -0.3703)
H (-1.0293, -1.7328, 1.3924)
H (-1.9278, -1.2773, -0.8251)
H (-0.8578, -0.4294, -1.9373)
H (-2.2334, 0.7943, 0.5092)
H (-2.7840, 0.9448, -1.1690)
H (-0.5846, 2.1554, 0.0111)

Results of the Mulliken charge analysis, in e, for atoms 1 through 5:
1 C -1.39
2 C -0.35
3 C 0.27
4 O -0.59
5 C -0.55